#A
{"formula": "C9H13NO2", "method": "the ωB97M-V functional and the def2-TZVPD basis", "species": ["C", "C", "O", "N", "H", "H", "H", "H", "H", "C", "C", "C", "C", "C", "C", "C", "O", "H", "H", "H", "H", "H", "H", "H", "H"], "xyz": [[1.3068, -1.2144, 2.0435], [-0.0695, -1.1347, 2.6423], [-0.3125, -0.8229, 3.7882], [-1.0794, -1.3593, 1.7323], [1.3207, -0.5404, 1.1875], [1.7153, -2.1708, 1.7155], [-1.9695, -1.5676, 2.1679], [-0.8965, -1.8329, 0.8600], [2.0683, -0.7498, 2.6619], [-1.9900, -0.3807, -2.3704], [-0.0146, 2.0353, -0.2292], [1.2837, 1.6931, -0.5696], [-1.0809, 1.2645, -0.6911], [-0.8684, 0.2091, -1.5765], [1.4986, 0.4560, -1.1733], [0.4486, -0.2209, -1.7715], [2.3723, 2.3841, -0.0977], [-0.3008, 2.8839, 0.3717], [-2.1127, 1.4632, -0.4497], [2.4677, -0.0112, -1.0124], [2.4435, 2.4260, 0.8603], [-1.8658, -1.4522, -2.4983], [-2.0379, 0.0090, -3.3828], [0.6454, -1.1621, -2.2614], [-2.9724, -0.2043, -1.9471]], "spin_multiplicity": 1, "total_charge": 0, "smiles": "Cc1ccc(O)cc1.CC(N)=O", "gap_ha": 0.3484}

***

#B
{"formula": "C9H13NO2", "method": "the ωB97M-V functional and the def2-TZVPD basis", "species": ["C", "C", "C", "C", "C", "C", "C", "O", "H", "H", "H", "H", "H", "H", "H", "H", "C", "C", "O", "N", "H", "H", "H", "H", "H"], "xyz": [[2.5576, 0.3501, 1.0976], [0.5342, -0.3941, -0.2929], [1.4334, -0.7203, 0.7499], [-0.5312, -1.3121, -0.6546], [-0.6039, -2.5443, -0.0656], [1.2913, -2.0560, 1.3916], [0.2860, -2.7910, 0.9686], [-1.4620, -3.5803, -0.4160], [0.6443, 0.5696, -0.8154], [-1.2849, -0.8976, -1.2781], [2.1163, 0.9077, 2.0421], [2.5785, 1.1814, 0.3459], [1.9239, -2.3438, 2.1318], [-2.4489, -3.2668, -0.5626], [0.0132, -3.7710, 1.4703], [3.5456, -0.0718, 1.1867], [-0.8663, 3.5552, 0.6540], [-0.6662, 2.8961, -0.6917], [0.4623, 2.5395, -1.1116], [-1.8017, 2.6063, -1.5036], [-1.8618, 3.1713, 1.0226], [-0.7986, 4.6054, 0.5686], [-1.6219, 2.0781, -2.3795], [-2.7895, 2.8160, -1.2062], [-0.0166, 3.2023, 1.2783]], "spin_multiplicity": 1, "total_charge": 0, "smiles": "Cc1ccc(O)cc1.CC(N)=O", "gap_ha": 0.3235}

***

#A ends up most stable, edging out the next structure by 25.3 kcal/mol.

***

#A
{"formula": "C4H9N2", "method": "the ωB97M-V functional and the def2-TZVPD basis", "species": ["C", "C", "C", "C", "N", "N", "H", "H", "H", "H", "H", "H", "H", "H", "H"], "xyz": [[1.1426, -0.5207, 0.9933], [-0.7377, -0.3198, 0.3494], [-1.2025, -0.7426, -1.1153], [0.8372, 1.7736, -0.1260], [0.5551, 0.4374, 0.3434], [0.1122, -1.3867, 1.0294], [2.1225, -0.4449, 1.3532], [-1.6523, -0.0358, 0.8843], [-0.3605, -1.0725, -1.6879], [-1.8465, -0.0220, -1.6904], [-1.7810, -1.6608, -0.8652], [1.9079, 2.2239, 0.1735], [0.7958, 1.8063, -1.2179], [-0.0431, 2.3134, 0.1836], [0.1504, -2.3488, 1.3926]], "spin_multiplicity": 1, "total_charge": 1, "gap_ha": 0.4144}

***

#B
{"formula": "C4H9N2", "method": "the ωB97M-V functional and the def2-TZVPD basis", "species": ["C", "C", "C", "C", "N", "N", "H", "H", "H", "H", "H", "H", "H", "H", "H"], "xyz": [[-1.8052, -0.9602, -2.2861], [-0.2745, -1.3381, 0.5939], [1.6603, 1.1671, 1.4742], [0.6491, 1.0513, 0.2680], [-1.2961, 0.0941, -2.0501], [-0.0696, -0.1924, 0.1410], [-2.3938, -1.3063, -3.1156], [-2.0805, -1.7411, -1.6328], [-1.1755, -1.8772, 0.1608], [0.1108, -1.9007, 1.5716], [2.5070, 0.5691, 1.2306], [2.1023, 2.1927, 1.4145], [1.1791, 1.1673, 2.3623], [1.0235, 1.1906, -0.6735], [-0.1368, 1.8837, 0.5411]], "spin_multiplicity": 1, "total_charge": 1, "gap_ha": [0.2551, 0.3650]}

***

#A ends up most stable, edging out the next structure by 99.2 kcal/mol.